# 1
{
  "formula": "C4H6BrF3N2",
  "method": "the ωB97M-V functional and the def2-TZVPD basis",
  "de_lowest_kcal_mol": 0.0,
  "charge": 0,
  "elements": ["C", "C", "C", "C", "N", "N", "F", "F", "F", "Br", "H", "H", "H", "H", "H", "H"],
  "positions_angstrom": [[0.882, 0.935, 1.012], [-0.313, 0.049, 1.360], [0.694, -0.134, -1.241], [1.245, 0.984, -0.364], [1.632, 1.184, 2.013], [1.860, 1.978, -0.940], [2.840, 1.812, 1.817], [2.534, 2.915, -0.207], [2.625, 1.816, -2.060], [3.552, -1.450, 0.050], [-0.336, -0.188, 2.368], [-1.193, 0.479, 1.222], [-0.373, -0.822, 0.831], [1.258, -0.192, -2.078], [0.692, -1.047, -0.773], [-0.359, -0.137, -1.639]],
  "nbo_charge": [0.102, -0.612, -0.647, 0.236, 0.084, 0.371, -0.212, -0.140, -0.145, -0.480, 0.249, 0.220, 0.226, 0.245, 0.261, 0.241]
}



# 2
{
  "formula": "C4H6BrN",
  "method": "the ωB97M-V functional and the def2-TZVPD basis",
  "de_lowest_kcal_mol": 76.3,
  "smiles": "C#CBr.C=NC",
  "charge": 0,
  "elements": ["C", "C", "Br", "H", "C", "N", "C", "H", "H", "H", "H", "H"],
  "positions_angstrom": [[-1.026, 2.193, 0.337], [-0.050, 2.536, 0.943], [1.633, 2.709, 1.480], [-1.792, 2.028, -0.403], [0.520, -0.348, -1.147], [0.001, -1.459, -1.029], [-0.235, -1.883, 0.306], [0.984, 0.120, -0.354], [0.797, -0.182, -2.199], [-1.363, -1.772, 0.563], [0.225, -2.828, 0.449], [0.307, -1.113, 1.054]],
  "nbo_charge": [-0.233, -0.220, 0.205, 0.251, -0.074, -0.380, -0.437, 0.147, 0.175, 0.214, 0.208, 0.143]
}



# 3
{
  "formula": "C4H6BrN2",
  "method": "the ωB97M-V functional and the def2-TZVPD basis",
  "de_lowest_kcal_mol": 92.4,
  "charge": 1,
  "elements": ["C", "C", "C", "C", "N", "N", "Br", "H", "H", "H", "H", "H", "H"],
  "positions_angstrom": [[1.638, 1.329, 1.072], [-3.167, -0.074, -1.435], [0.674, 0.461, 1.470], [-1.262, -0.018, 0.044], [-2.306, -0.223, -0.555], [-0.237, 0.218, 0.569], [3.489, -2.068, -1.316], [2.334, 1.520, 1.940], [1.770, 1.611, 0.085], [-2.782, 0.045, -2.561], [-4.238, -0.053, -1.434], [0.507, 0.164, 2.409], [3.582, -2.911, -0.287]],
  "nbo_charge": [-0.209, 0.175, -0.088, 0.699, -0.431, -0.266, -0.186, 0.237, 0.223, 0.200, 0.231, 0.228, 0.187]
}